C16H18N4O3S in the gas phase in a non-equilibrium geometry. Source: the OMol25 dataset; level of theory: ωB97M-V/def2-TZVPD.

Computed properties:
Gap between HOMO and LUMO ... 0.322 hartree
DFT total energy ... -39821.5613 eV
Relative energy (zero: lowest compared OMol25 entry of this formula, charge and spin) ... 49.7 kcal/mol

Geometry as XYZ:
```
42
Properties=species:S:1:pos:R:3:forces:R:3
C -4.498 2.095 -2.632 -0.03 0.29 -0.15
H -5.559 2.332 -2.610 0.05 -0.02 0.00
H -4.137 2.040 -3.662 -0.04 0.05 0.05
H -3.921 2.858 -2.105 -0.06 0.00 -0.06
O -4.366 0.839 -1.991 -0.21 -0.28 0.17
C -3.116 0.354 -1.903 0.58 0.10 -0.11
N -2.123 1.068 -2.394 -0.47 0.12 0.02
C -0.911 0.543 -2.267 0.22 -1.13 0.52
N 0.271 1.102 -2.660 0.45 0.41 -0.36
C 1.180 0.247 -2.296 -0.17 -0.03 -0.28
N 0.692 -0.878 -1.710 0.40 -0.10 -0.02
C -0.664 -0.718 -1.656 -0.36 0.71 -0.35
C -1.718 -1.462 -1.148 -0.06 0.05 -0.06
C -2.969 -0.903 -1.275 -0.03 0.02 0.00
H -3.853 -1.398 -0.908 -0.09 -0.08 0.04
H -1.567 -2.421 -0.674 -0.05 -0.09 0.06
H 1.265 -1.642 -1.384 0.02 0.07 -0.03
S 2.965 0.423 -2.405 -0.62 0.93 0.48
O 3.429 -0.937 -2.095 0.48 -1.01 0.02
C 3.106 1.405 -0.804 -0.11 -0.18 -0.52
C 2.090 0.967 0.189 -0.13 -0.20 0.52
N 0.975 1.688 0.186 0.13 0.45 -0.22
C -0.046 1.287 0.911 0.03 -0.24 0.16
C -0.042 0.147 1.706 0.20 -0.18 0.11
C 1.167 -0.556 1.788 0.05 0.27 -0.17
C 2.260 -0.155 1.003 -0.10 -0.02 0.13
C 3.555 -0.907 1.053 0.05 -0.12 0.02
H 3.836 -1.259 0.063 0.06 0.00 0.02
H 3.464 -1.760 1.717 0.10 0.01 0.02
H 4.350 -0.256 1.421 0.11 -0.01 0.05
O 1.340 -1.685 2.550 -0.18 0.21 -0.52
C 0.970 -1.635 3.914 -0.03 -0.09 0.36
H -0.038 -2.026 4.076 0.06 0.06 -0.03
H 1.035 -0.619 4.310 -0.01 0.00 -0.03
H 1.682 -2.270 4.444 -0.08 0.06 0.02
C -1.308 -0.295 2.376 0.07 0.05 0.04
H -2.158 0.171 1.882 -0.06 -0.01 0.00
H -1.420 -1.375 2.307 -0.07 -0.07 0.04
H -1.328 -0.008 3.427 -0.07 -0.07 0.07
H -0.936 1.896 0.834 -0.21 -0.01 0.06
H 4.133 1.270 -0.475 0.12 -0.04 -0.17
H 2.913 2.432 -1.102 0.04 0.10 0.06
```
Positions in Å, forces in eV/Å.


A molecular structure, C3H5NO. Source: the OMol25 dataset; level of theory: ωB97M-V/def2-TZVPD.

Computed properties:
Gap between HOMO and LUMO ... 0.344 hartree
DFT total energy ... -6725.6230 eV
Relative energy (zero: lowest compared OMol25 entry of this formula, charge and spin) ... 91.1 kcal/mol

Geometry as XYZ:
```
10
Properties=species:S:1:pos:R:3:forces:R:3
O -1.832 -0.840 0.592 0.47 0.11 -0.18
C -0.734 -0.555 0.188 -0.26 -0.05 0.05
C 0.475 -0.009 0.948 0.04 0.01 0.14
C 0.979 0.778 -0.247 -0.16 0.15 0.12
N -0.346 -0.475 -1.140 -0.09 0.03 -0.03
H 0.123 0.570 1.805 0.05 -0.06 -0.12
H 1.166 -0.790 1.280 -0.13 0.11 -0.07
H 0.473 1.752 -0.322 0.07 -0.20 0.02
H 0.763 -0.096 -1.259 -0.10 -0.11 -0.03
H -1.066 -0.335 -1.846 0.11 0.01 0.12
```
Positions in Å, forces in eV/Å.


3 unconnected molecules or ions with the total composition C2H12NO3 in a non-equilibrium geometry. Source: the OMol25 dataset; level of theory: ωB97M-V/def2-TZVPD.

Computed properties:
Gap between HOMO and LUMO ... 0.446 hartree
DFT total energy ... -9894.8195 eV
Total charge ... +1
Relative energy (zero: lowest compared OMol25 entry of this formula, charge and spin) ... 14.4 kcal/mol

Geometry as XYZ:
```
18
Properties=species:S:1:pos:R:3:forces:R:3
C 0.939 -1.399 -1.556 -0.42 0.56 0.65
O 1.106 -0.002 -1.814 0.27 -0.66 0.12
C 0.588 -1.469 -0.086 -1.76 -1.96 1.60
N -0.464 -0.437 0.265 2.37 1.73 -0.77
H 1.849 -1.981 -1.714 -0.13 0.02 -0.21
H 0.095 -1.747 -2.157 0.20 -0.40 -0.04
H 1.214 0.055 -2.761 0.09 0.61 -0.43
H 0.070 -2.397 0.208 0.77 -0.14 -0.53
H 1.415 -1.369 0.610 0.18 0.41 -0.23
H -1.444 -0.675 0.169 0.05 -0.20 -0.59
H -0.064 0.265 -0.413 -1.54 0.53 0.30
H -0.392 -0.009 1.207 0.09 -0.55 -0.07
H -1.808 1.124 2.578 -0.02 -0.09 0.27
H -1.562 -0.035 3.561 -0.07 -0.16 0.83
O -1.475 0.220 2.653 0.01 0.44 -0.93
H 0.603 3.691 -0.039 0.21 -0.21 0.13
H -0.724 3.263 -0.577 0.07 -0.21 0.05
O 0.056 2.901 -0.134 -0.38 0.27 -0.15
```
Positions in Å, forces in eV/Å.


A molecular structure, C2H6IN3 in a non-equilibrium geometry. Source: the OMol25 dataset; level of theory: ωB97M-V/def2-TZVPD.

Computed properties:
Gap between HOMO and LUMO ... 0.342 hartree
DFT total energy ... -14721.9420 eV
Total charge ... +2
Relative energy (zero: lowest compared OMol25 entry of this formula, charge and spin) ... 59.1 kcal/mol

Geometry as XYZ:
```
12
Properties=species:S:1:pos:R:3:forces:R:3
C 0.890 0.311 0.498 3.02 -2.81 2.85
C -1.466 -0.550 -0.312 -0.67 6.29 3.27
N -1.177 -1.480 -1.049 0.77 -3.32 -2.12
N 1.932 1.069 0.735 -1.31 3.00 -0.86
N -0.185 0.748 -0.062 -3.11 -2.93 -1.33
I -3.297 -0.184 0.692 1.53 -0.21 -0.77
H 1.001 -0.766 0.943 -0.57 1.89 -1.20
H -0.268 -1.591 -1.472 0.60 0.14 -0.43
H -1.817 -2.284 -1.267 0.27 0.86 0.45
H 2.812 0.935 1.232 -0.47 -0.80 -0.05
H 1.732 2.090 0.525 0.99 -1.42 0.30
H -0.157 1.701 -0.462 -1.04 -0.68 -0.12
```
Positions in Å, forces in eV/Å.


C24H31NO7 in the gas phase. Source: the OMol25 dataset; level of theory: ωB97M-V/def2-TZVPD.

Computed properties:
Gap between HOMO and LUMO ... 0.312 hartree
DFT total energy ... -41212.2494 eV
SMILES ... COc1cc(O)c([C@H](CC(=O)N2CCCC2)c2cc(OC)c(OC)c(OC)c2)c(OC)c1
Relative energy (zero: lowest compared OMol25 entry of this formula, charge and spin) ... 85.1 kcal/mol

Geometry as XYZ:
```
63
Properties=species:S:1:pos:R:3:forces:R:3
C -6.751 -0.252 1.006 -0.12 -0.12 0.15
O -5.956 0.465 0.093 0.32 0.14 -0.16
C -4.607 0.472 0.285 0.28 -0.01 0.02
C -3.948 -0.183 1.307 -0.25 -0.13 0.14
C -2.562 -0.090 1.397 -0.09 0.28 -0.36
O -1.992 -0.790 2.414 0.05 0.08 0.03
C -1.809 0.674 0.503 0.23 0.09 0.14
C -0.312 0.736 0.738 -0.01 0.09 -0.17
C 0.429 1.908 0.088 0.02 -0.12 0.38
C 1.763 2.140 0.779 -0.17 0.06 -0.29
O 2.060 1.648 1.856 0.02 -0.16 0.37
N 2.609 2.962 0.131 0.33 0.11 0.03
C 2.354 3.679 -1.102 -0.34 0.12 -0.43
C 3.648 4.453 -1.364 -0.06 0.03 0.09
C 4.221 4.659 0.036 -0.02 -0.16 -0.08
C 3.885 3.338 0.718 0.22 -0.02 0.37
C 0.339 -0.562 0.304 0.13 -0.21 -0.03
C 1.237 -1.210 1.143 0.17 -0.11 0.17
C 1.868 -2.371 0.728 -0.03 -0.12 -0.06
O 2.801 -3.030 1.477 -0.20 -0.04 -0.52
C 3.211 -2.450 2.693 0.07 0.11 0.24
C 1.573 -2.938 -0.528 0.15 -0.37 0.00
O 2.221 -4.092 -0.942 -0.01 0.71 0.07
C 1.972 -5.248 -0.167 -0.09 -0.30 0.17
C 0.668 -2.282 -1.368 -0.01 0.14 0.06
O 0.289 -2.654 -2.622 0.02 0.22 0.30
C 0.739 -3.856 -3.204 0.15 -0.31 -0.30
C 0.071 -1.094 -0.939 0.10 -0.11 0.06
C -2.493 1.284 -0.560 -0.32 -0.12 0.19
O -1.745 1.958 -1.487 0.04 -0.28 0.34
C -2.395 2.550 -2.583 -0.11 0.12 -0.21
C -3.872 1.191 -0.655 -0.11 0.16 -0.26
H -7.779 -0.114 0.674 0.06 -0.04 0.06
H -6.507 -1.318 0.999 0.00 0.04 0.01
H -6.643 0.138 2.024 0.00 -0.02 -0.03
H -4.454 -0.780 2.046 -0.12 -0.07 0.08
H -1.031 -0.781 2.324 -0.05 -0.08 -0.02
H -0.146 0.867 1.817 -0.01 -0.08 -0.16
H -0.159 2.823 0.183 0.03 0.06 -0.10
H 0.587 1.713 -0.971 -0.03 0.12 0.01
H 2.118 2.992 -1.919 -0.03 0.10 0.02
H 1.505 4.362 -0.974 0.03 -0.03 -0.09
H 3.468 5.388 -1.891 0.00 -0.02 -0.08
H 4.332 3.845 -1.958 0.01 -0.01 -0.04
H 5.289 4.863 0.029 0.03 0.05 0.04
H 3.708 5.481 0.536 0.00 0.03 0.04
H 3.782 3.409 1.802 0.07 -0.04 -0.10
H 4.638 2.573 0.493 0.01 0.06 0.09
H 1.477 -0.764 2.093 0.06 0.07 0.09
H 2.399 -2.441 3.427 0.03 0.03 -0.04
H 3.581 -1.431 2.548 -0.03 -0.02 0.01
H 4.019 -3.082 3.059 -0.06 0.07 0.02
H 2.367 -5.149 0.846 -0.04 -0.03 -0.10
H 2.483 -6.061 -0.681 -0.05 -0.03 0.05
H 0.898 -5.465 -0.116 0.05 0.02 -0.04
H 0.382 -4.731 -2.654 0.04 0.04 -0.02
H 1.828 -3.892 -3.271 -0.13 -0.02 -0.03
H 0.308 -3.863 -4.206 0.02 -0.03 0.07
H -0.619 -0.610 -1.611 -0.15 0.05 -0.12
H -1.602 2.997 -3.184 -0.09 -0.01 0.00
H -2.929 1.809 -3.186 0.01 0.03 0.04
H -3.092 3.333 -2.268 0.02 -0.05 -0.01
H -4.422 1.662 -1.451 -0.03 0.08 -0.12
```
Positions in Å, forces in eV/Å.


2 unconnected molecules or ions with the total composition C2H4ClP in a non-equilibrium geometry. Source: the OMol25 dataset; level of theory: ωB97M-V/def2-TZVPD.

Computed properties:
Gap between HOMO and LUMO ... 0.326 hartree
DFT total energy ... -23947.2431 eV
SMILES ... C1=PC1.Cl
Relative energy (zero: lowest compared OMol25 entry of this formula, charge and spin) ... 51.8 kcal/mol

Geometry as XYZ:
```
8
Properties=species:S:1:pos:R:3:forces:R:3
C -0.221 -0.517 -0.122 -1.48 3.41 -0.34
P -0.787 0.819 0.698 0.69 -1.10 -0.34
C -1.174 0.203 -1.024 -0.82 -0.08 0.44
H 0.549 -1.087 -0.481 1.80 -1.77 0.13
H -1.019 0.742 -1.965 0.78 -0.08 0.44
H -2.122 -0.265 -1.029 -1.11 -0.36 -0.39
Cl 2.685 -0.403 1.605 -0.16 0.47 0.49
H 2.089 0.509 2.319 0.30 -0.50 -0.43
```
Positions in Å, forces in eV/Å.